{"formula": "CHN2O4S", "method": "wB97M-V/def2-TZVPD", "de_lowest_kj_mol": 179.2, "homo_energy_ev": -4.202, "homo_lumo_gap_ev": 7.734, "lumo_energy_ev": 3.53, "e_tot_ha": -847.33519, "total_charge": -1, "species": ["O", "O", "H", "N", "C", "O", "N", "S", "O"], "coordinates": [[2.20, 1.13, -0.57], [2.97, -0.59, 0.91], [0.05, 1.16, -0.19], [-1.65, 0.31, 0.06], [-2.52, -0.50, -0.01], [0.49, -0.71, 0.03], [-0.29, 0.44, 0.33], [2.33, -0.30, -0.38], [-3.58, -0.95, -0.18]]}



{"formula": "C29H34AsCl2GaNO5", "method": "wB97M-V/def2-TZVPD", "de_lowest_kj_mol": 367.1, "homo_energy_ev": [-10.110, -10.790], "homo_lumo_gap_ev": [4.262, 6.162], "lumo_energy_ev": [-5.85, -4.63], "e_tot_ha": -6636.98961, "total_charge": 1, "species": ["H", "C", "C", "O", "C", "H", "H", "O", "H", "O", "C", "C", "H", "H", "H", "H", "H", "C", "C", "H", "H", "H", "C", "C", "H", "C", "H", "H", "C", "H", "N", "C", "C", "O", "C", "H", "H", "C", "C", "H", "C", "C", "H", "H", "H", "As", "H", "Cl", "O", "H", "C", "C", "Cl", "H", "Ga", "C", "C", "H", "H", "H", "C", "C", "C", "H", "H", "H", "C", "H", "H", "C", "C", "C", "H"], "coordinates": [[9.68, 10.74, 8.86], [10.53, 15.08, 12.23], [12.32, 14.72, 6.47], [16.85, 14.31, 12.06], [10.55, 15.34, 8.07], [6.41, 11.20, 13.34], [7.30, 11.09, 10.59], [17.12, 15.64, 8.76], [14.48, 10.20, 7.75], [15.05, 18.43, 8.82], [12.29, 11.10, 10.24], [8.57, 13.54, 12.54], [10.52, 10.81, 12.95], [12.46, 6.39, 8.91], [11.41, 14.76, 12.78], [12.70, 16.24, 4.90], [11.05, 6.37, 10.10], [12.09, 15.93, 5.83], [17.59, 15.55, 10.14], [8.28, 11.42, 8.18], [5.50, 12.36, 12.34], [13.69, 8.61, 8.48], [13.01, 9.01, 9.24], [18.77, 11.71, 7.73], [11.30, 17.89, 6.03], [9.63, 13.96, 11.76], [11.27, 8.39, 12.05], [8.39, 14.03, 13.53], [13.99, 11.10, 8.27], [12.68, 6.20, 10.67], [11.81, 13.22, 8.28], [7.67, 12.54, 12.14], [13.06, 10.43, 9.25], [15.19, 15.03, 10.69], [7.91, 11.96, 10.90], [18.50, 11.17, 6.80], [9.82, 12.33, 8.08], [6.43, 12.24, 12.96], [8.94, 12.33, 10.04], [12.96, 13.87, 6.07], [9.18, 11.69, 8.72], [12.08, 6.73, 9.91], [19.74, 12.26, 7.62], [17.91, 16.50, 10.53], [12.16, 10.35, 13.35], [11.89, 13.01, 10.08], [9.78, 17.37, 7.94], [17.49, 12.90, 8.16], [14.57, 16.33, 7.98], [13.45, 11.66, 7.47], [11.55, 10.95, 12.69], [16.86, 16.98, 8.37], [18.95, 10.41, 8.95], [9.82, 14.94, 8.82], [14.91, 14.46, 8.86], [11.79, 10.32, 11.32], [12.21, 8.21, 10.07], [14.09, 18.42, 9.08], [10.02, 15.81, 12.86], [14.81, 11.66, 8.72], [15.39, 17.21, 8.30], [11.71, 8.90, 11.22], [16.50, 14.87, 11.09], [17.26, 17.71, 9.05], [17.37, 17.14, 7.38], [10.88, 15.59, 11.34], [10.46, 16.59, 7.52], [11.77, 12.00, 12.76], [6.45, 12.87, 13.84], [11.64, 14.41, 7.71], [9.95, 13.20, 10.58], [11.27, 16.89, 6.41], [18.39, 14.84, 10.30]]}



{"formula": "C5H7ClNO4P", "method": "wB97M-V/def2-TZVPD", "de_lowest_kj_mol": 0.0, "homo_energy_ev": -2.339, "homo_lumo_gap_ev": 7.085, "lumo_energy_ev": 4.75, "e_tot_ha": -1352.13992, "total_charge": -2, "species": ["Cl", "C", "O", "C", "C", "H", "C", "H", "N", "H", "C", "O", "O", "P", "O", "H", "H", "H", "H"], "coordinates": [[10.71, -4.21, -0.39], [1.26, 0.63, -0.75], [-4.19, -1.74, -0.20], [1.24, 1.09, 0.83], [-0.27, 1.15, 1.10], [-0.59, 2.25, 1.27], [-2.46, 0.53, -0.49], [1.74, 1.94, 0.91], [-0.09, 0.60, -1.17], [-1.11, -1.55, -1.14], [-0.91, 0.78, -0.22], [-3.20, 1.36, -0.91], [-1.90, -2.01, -1.30], [-2.76, -1.33, -0.07], [-2.14, -1.40, 1.26], [1.90, 1.40, -1.27], [1.79, -0.43, -0.83], [1.65, 0.37, 1.53], [-0.68, 0.56, 1.85]]}



{"formula": "C5H6S", "method": "wB97M-V/def2-TZVPD", "de_lowest_kj_mol": 80.6, "homo_energy_ev": -8.501, "homo_lumo_gap_ev": 8.484, "lumo_energy_ev": -0.02, "e_tot_ha": -592.24117, "species": ["C", "H", "H", "C", "H", "H", "C", "H", "S", "C", "C", "H"], "coordinates": [[-0.63, -1.02, -0.34], [2.25, -0.52, -2.00], [2.00, 0.27, 0.56], [-0.15, 0.19, 0.31], [1.27, 1.59, -0.26], [-1.75, -0.86, -0.64], [1.40, -0.49, -1.31], [-0.70, -1.87, 0.34], [-1.03, 1.03, 1.34], [1.17, 0.48, -0.20], [0.41, -1.31, -1.38], [0.19, -2.31, -1.98]]}



| no. | F_max (eV/A) |
| --- | --- |
| 1 | 4.15 |
| 2 | 3.17 |
| 3 | 4.98 |
| 4 | 5.61 |